Entry 1:
{"formula": "C23H34N2O5P2", "method": "ωB97M-V with the def2-TZVPD basis set", "species": ["C", "C", "C", "C", "C", "C", "C", "C", "C", "C", "C", "C", "C", "P", "N", "O", "C", "C", "C", "O", "C", "C", "C", "C", "N", "O", "C", "P", "C", "O", "C", "O", "H", "H", "H", "H", "H", "H", "H", "H", "H", "H", "H", "H", "H", "H", "H", "H", "H", "H", "H", "H", "H", "H", "H", "H", "H", "H", "H", "H", "H", "H", "H", "H", "H", "H"], "xyz": [[-7.05, 0.07, 1.96], [-5.74, 0.84, 1.71], [-5.34, 0.78, 0.22], [-5.49, 2.13, -0.53], [-4.21, 2.52, -1.30], [-3.26, 3.40, -0.47], [-2.02, 2.62, 0.04], [-0.72, 3.05, -0.68], [0.24, 1.89, -0.94], [1.12, 1.46, 0.23], [0.91, 2.01, 1.50], [1.69, 1.67, 2.60], [2.73, 0.75, 2.47], [3.76, 0.40, 3.97], [3.65, -1.32, 4.17], [2.76, 0.96, 5.16], [2.96, 0.19, 1.20], [2.17, 0.53, 0.08], [2.48, -0.12, -1.22], [2.15, 0.36, -2.28], [3.25, -1.39, -1.22], [3.18, -2.26, -2.43], [1.81, -2.37, -3.08], [0.84, -3.18, -2.25], [-0.30, -3.63, -2.90], [1.03, -3.41, -1.08], [4.02, -1.67, -0.16], [5.12, -3.15, 0.02], [6.21, -2.93, -1.47], [4.11, -4.42, -0.37], [4.08, -0.75, 1.00], [5.02, -0.77, 1.74], [-6.99, -0.88, 1.44], [-7.24, -0.07, 3.02], [-7.88, 0.61, 1.52], [-4.95, 0.44, 2.33], [-5.91, 1.87, 2.02], [-4.31, 0.42, 0.15], [-5.96, 0.06, -0.30], [-5.76, 2.92, 0.16], [-6.29, 2.03, -1.26], [-3.72, 1.61, -1.63], [-4.50, 3.07, -2.20], [-2.92, 4.26, -1.04], [-3.79, 3.80, 0.39], [-2.14, 1.55, -0.11], [-1.93, 2.77, 1.12], [-0.20, 3.84, -0.12], [-1.00, 3.44, -1.65], [-0.28, 1.03, -1.35], [0.93, 2.20, -1.72], [0.13, 2.74, 1.67], [1.51, 2.12, 3.56], [2.96, -1.51, 4.90], [3.26, -1.73, 3.32], [1.91, 0.49, 5.18], [3.53, -3.26, -2.21], [3.85, -1.85, -3.19], [1.37, -1.42, -3.35], [1.93, -2.92, -4.02], [-0.50, -4.60, -2.69], [-0.24, -3.53, -3.91], [7.24, -2.99, -1.13], [6.07, -1.94, -1.89], [6.01, -3.67, -2.24], [4.69, -5.18, -0.47]], "energy_ev": -56198.68500, "smiles": "CCCCCCCCCc1ccc(P(N)O)c2c1C(=O)C(CCC(N)=O)=C(P(C)O)C2=O"}

=====

Entry 2:
{"formula": "C18H52InN2Na4O15PS", "method": "ωB97M-V with the def2-TZVPD basis set", "species": ["In", "Na", "Na", "Na", "Na", "P", "O", "O", "O", "O", "S", "O", "O", "O", "O", "C", "C", "C", "O", "C", "N", "H", "H", "H", "H", "H", "H", "H", "H", "H", "H", "H", "C", "C", "C", "O", "C", "N", "H", "H", "H", "H", "H", "H", "H", "H", "H", "H", "H", "C", "C", "O", "H", "H", "H", "H", "H", "H", "C", "C", "O", "H", "H", "H", "H", "H", "H", "C", "C", "O", "H", "H", "H", "H", "H", "H", "C", "C", "O", "H", "H", "H", "H", "H", "H", "C", "C", "O", "H", "H", "H", "H", "H", "H"], "xyz": [[-2.11, 0.57, 3.69], [-1.84, 0.90, -0.32], [2.24, 0.91, 3.86], [0.76, -1.92, 1.91], [0.27, 3.72, 2.08], [0.49, 0.91, 1.43], [0.27, 1.95, 0.30], [-0.66, -0.17, 1.40], [0.29, 1.58, 2.81], [1.84, 0.21, 1.45], [0.33, -1.57, 5.08], [0.19, -1.94, 6.47], [0.40, -0.08, 5.00], [1.48, -2.19, 4.47], [-0.95, -1.78, 4.32], [-3.44, -3.66, 2.53], [-3.98, -2.24, 2.43], [-4.36, -1.73, 3.80], [-4.68, -0.35, 3.74], [-5.99, 0.01, 3.27], [-2.99, -1.31, 1.92], [-3.28, -4.10, 1.54], [-4.22, -4.28, 2.97], [-2.51, -3.81, 3.08], [-4.85, -2.40, 1.79], [-3.44, -1.74, 4.41], [-5.08, -2.33, 4.36], [-6.68, -0.11, 4.10], [-6.31, -0.55, 2.39], [-5.94, 1.07, 3.03], [-3.42, -0.51, 1.47], [-2.33, -1.71, 1.26], [0.02, -1.55, -2.02], [-1.38, -1.86, -2.53], [-1.98, -3.07, -1.88], [-1.18, -4.18, -2.24], [-1.83, -5.41, -2.00], [-2.24, -0.65, -2.36], [0.66, -2.43, -2.11], [-0.01, -1.34, -0.94], [0.53, -0.70, -2.47], [-1.30, -2.02, -3.61], [-3.02, -3.25, -2.18], [-1.98, -3.04, -0.77], [-2.47, -5.40, -1.11], [-1.09, -6.19, -1.81], [-2.43, -5.73, -2.86], [-2.01, 0.08, -3.02], [-3.18, -0.98, -2.59], [-1.54, 2.55, -4.96], [-1.85, 3.03, -3.55], [-1.46, 2.10, -2.53], [-0.56, 2.07, -4.98], [-1.48, 3.39, -5.65], [-2.29, 1.86, -5.34], [-2.92, 3.24, -3.40], [-1.39, 4.01, -3.40], [-0.49, 2.14, -2.48], [3.01, 1.02, -3.61], [2.78, 1.50, -2.20], [1.44, 1.95, -2.00], [3.32, 1.80, -4.30], [2.18, 0.44, -4.02], [3.87, 0.34, -3.62], [3.47, 2.32, -1.98], [2.97, 0.68, -1.50], [1.18, 1.82, -1.06], [4.95, -3.11, 0.42], [3.85, -2.52, -0.46], [2.69, -2.17, 0.32], [5.63, -3.64, -0.25], [4.59, -3.86, 1.12], [5.51, -2.34, 0.96], [3.54, -3.25, -1.21], [4.28, -1.62, -0.90], [2.66, -1.21, 0.43], [-0.21, 6.90, -0.62], [0.44, 5.69, -1.28], [0.54, 4.67, -0.24], [0.48, 7.45, 0.02], [-1.17, 6.59, -0.22], [-0.49, 7.58, -1.44], [1.42, 5.90, -1.69], [-0.26, 5.27, -2.00], [0.61, 3.79, -0.65], [5.74, 1.18, 0.72], [5.05, 0.99, 2.07], [3.86, 1.81, 2.13], [6.62, 0.53, 0.65], [6.09, 2.18, 0.51], [5.07, 0.82, -0.07], [5.67, 1.27, 2.91], [4.80, -0.08, 2.09], [3.17, 1.26, 1.70]], "charge": 2, "energy_ev": -96157.91646}

=====

Entry 3:
{"formula": "C4H8O2", "method": "ωB97M-V with the def2-TZVPD basis set", "species": ["C", "O", "C", "C", "C", "O", "H", "H", "H", "H", "H", "H", "H", "H"], "xyz": [[-2.05, -0.16, -0.48], [-0.73, -0.12, -0.98], [0.31, 0.05, -0.11], [1.61, -0.04, -0.84], [0.19, 0.23, 1.21], [1.26, 0.30, 2.08], [-2.48, 0.84, -0.38], [-2.10, -0.67, 0.50], [-2.63, -0.74, -1.20], [1.63, 0.72, -1.64], [1.74, -1.02, -1.31], [2.46, 0.16, -0.18], [-0.76, 0.37, 1.72], [1.88, -0.40, 1.86]], "energy_ev": -8371.33987, "smiles": "CO/C(C)=C/O"}

=====

Entry 4:
{"formula": "C20H36BN7O5P", "method": "ωB97M-V with the def2-TZVPD basis set", "species": ["C", "C", "C", "O", "P", "N", "C", "O", "B", "O", "C", "C", "N", "C", "C", "O", "C", "C", "O", "H", "H", "H", "H", "H", "H", "H", "H", "H", "H", "H", "H", "H", "H", "H", "H", "H", "H", "H", "H", "H", "C", "C", "N", "H", "H", "H", "C", "C", "N", "H", "H", "H", "C", "C", "N", "H", "H", "H", "C", "C", "N", "H", "H", "H", "C", "C", "N", "H", "H", "H"], "xyz": [[1.87, -4.01, 0.86], [2.26, -2.50, 1.25], [0.88, -1.64, 1.24], [1.19, -0.32, 0.75], [-0.25, 0.69, 0.59], [0.20, 1.48, 2.14], [0.64, 2.68, 2.04], [0.62, 3.94, 2.13], [0.85, 1.88, -0.51], [0.27, 3.09, -1.14], [2.41, 1.60, -0.88], [3.46, 1.96, 0.29], [-1.73, 1.66, 0.35], [-2.51, 1.23, -0.82], [-3.39, -0.12, -0.91], [-2.47, 1.93, -1.88], [-2.54, 1.89, 1.55], [-2.91, 0.86, 2.71], [-3.03, 3.07, 1.68], [2.09, -4.14, -0.26], [0.74, -4.16, 1.06], [2.50, -4.79, 1.42], [3.01, -2.10, 0.48], [2.71, -2.51, 2.32], [0.48, -1.66, 2.31], [0.18, -2.14, 0.47], [-0.97, -0.40, 1.25], [-0.54, -0.02, -0.67], [0.63, 3.82, -0.57], [2.70, 2.28, -1.78], [2.58, 0.52, -1.27], [3.46, 3.10, 0.43], [3.20, 1.38, 1.24], [4.52, 1.67, -0.06], [-3.28, -0.79, 0.01], [-3.08, -0.63, -1.89], [-4.48, 0.23, -1.09], [-3.29, 1.48, 3.61], [-3.71, 0.09, 2.45], [-1.95, 0.34, 3.09], [-3.07, 3.53, -4.47], [-4.36, 3.46, -5.24], [-5.37, 3.40, -5.85], [-2.95, 4.53, -4.04], [-3.08, 2.80, -3.66], [-2.23, 3.33, -5.13], [-3.60, -3.94, -3.30], [-2.60, -3.95, -2.18], [-1.81, -3.95, -1.30], [-3.73, -2.92, -3.67], [-3.24, -4.57, -4.12], [-4.56, -4.32, -2.94], [-6.75, 2.49, 2.43], [-6.10, 1.32, 3.10], [-5.58, 0.40, 3.63], [-5.99, 3.13, 1.98], [-7.43, 2.14, 1.65], [-7.32, 3.07, 3.16], [5.18, -1.48, -2.05], [5.15, -2.42, -0.88], [5.12, -3.17, 0.04], [4.74, -0.52, -1.76], [6.21, -1.32, -2.36], [4.61, -1.90, -2.88], [7.86, -2.05, 2.82], [6.99, -0.94, 2.29], [6.31, -0.07, 1.87], [8.91, -1.80, 2.65], [7.69, -2.17, 3.89], [7.62, -2.98, 2.31]], "charge": -1, "energy_ev": -51952.83845}

=====

What did the first record say?
{"formula": "C23H34N2O5P2", "method": "ωB97M-V with the def2-TZVPD basis set", "species": ["C", "C", "C", "C", "C", "C", "C", "C", "C", "C", "C", "C", "C", "P", "N", "O", "C", "C", "C", "O", "C", "C", "C", "C", "N", "O", "C", "P", "C", "O", "C", "O", "H", "H", "H", "H", "H", "H", "H", "H", "H", "H", "H", "H", "H", "H", "H", "H", "H", "H", "H", "H", "H", "H", "H", "H", "H", "H", "H", "H", "H", "H", "H", "H", "H", "H"], "xyz": [[-7.05, 0.07, 1.96], [-5.74, 0.84, 1.71], [-5.34, 0.78, 0.22], [-5.49, 2.13, -0.53], [-4.21, 2.52, -1.30], [-3.26, 3.40, -0.47], [-2.02, 2.62, 0.04], [-0.72, 3.05, -0.68], [0.24, 1.89, -0.94], [1.12, 1.46, 0.23], [0.91, 2.01, 1.50], [1.69, 1.67, 2.60], [2.73, 0.75, 2.47], [3.76, 0.40, 3.97], [3.65, -1.32, 4.17], [2.76, 0.96, 5.16], [2.96, 0.19, 1.20], [2.17, 0.53, 0.08], [2.48, -0.12, -1.22], [2.15, 0.36, -2.28], [3.25, -1.39, -1.22], [3.18, -2.26, -2.43], [1.81, -2.37, -3.08], [0.84, -3.18, -2.25], [-0.30, -3.63, -2.90], [1.03, -3.41, -1.08], [4.02, -1.67, -0.16], [5.12, -3.15, 0.02], [6.21, -2.93, -1.47], [4.11, -4.42, -0.37], [4.08, -0.75, 1.00], [5.02, -0.77, 1.74], [-6.99, -0.88, 1.44], [-7.24, -0.07, 3.02], [-7.88, 0.61, 1.52], [-4.95, 0.44, 2.33], [-5.91, 1.87, 2.02], [-4.31, 0.42, 0.15], [-5.96, 0.06, -0.30], [-5.76, 2.92, 0.16], [-6.29, 2.03, -1.26], [-3.72, 1.61, -1.63], [-4.50, 3.07, -2.20], [-2.92, 4.26, -1.04], [-3.79, 3.80, 0.39], [-2.14, 1.55, -0.11], [-1.93, 2.77, 1.12], [-0.20, 3.84, -0.12], [-1.00, 3.44, -1.65], [-0.28, 1.03, -1.35], [0.93, 2.20, -1.72], [0.13, 2.74, 1.67], [1.51, 2.12, 3.56], [2.96, -1.51, 4.90], [3.26, -1.73, 3.32], [1.91, 0.49, 5.18], [3.53, -3.26, -2.21], [3.85, -1.85, -3.19], [1.37, -1.42, -3.35], [1.93, -2.92, -4.02], [-0.50, -4.60, -2.69], [-0.24, -3.53, -3.91], [7.24, -2.99, -1.13], [6.07, -1.94, -1.89], [6.01, -3.67, -2.24], [4.69, -5.18, -0.47]], "energy_ev": -56198.68500, "smiles": "CCCCCCCCCc1ccc(P(N)O)c2c1C(=O)C(CCC(N)=O)=C(P(C)O)C2=O"}